Molecular formula: C3H4N2O3
Method: DFT, wB97M-V/def2-TZVPD

Calculated values
ΔE to the lowest compared entry with this formula, charge and spin: 105.6 kcal/mol
total charge: 0
Kohn-Sham gap: 8.82 eV
SMILES: Oc1cc(O)n(O)n1

CARTESIAN COORDINATES (ANGSTROEM)
C1 0.03216 -1.30358 -0.53789
C2 0.72781 -0.16574 -1.03508
C3 0.31911 0.91534 -0.25721
H1 -0.51863 -3.12512 -0.69356
H2 1.66958 -0.21297 -1.76377
H3 1.24583 2.53207 -0.87286
H4 -0.64628 1.99768 1.39404
N1 -0.49972 0.42770 0.60509
N2 -0.59655 -0.98477 0.56448
O1 -0.03813 -2.44906 -1.16092
O2 0.62540 2.22630 -0.11708
O3 -0.65614 0.97671 1.86929

Forces on atoms 1 to 3 (eV/Å):
0.503 2.968 0.859
3.079 0.393 -2.740
2.456 -0.655 -2.031


Molecular formula: C3H4N2O3
Method: DFT, wB97M-V/def2-TZVPD

Calculated values
ΔE to the lowest compared entry with this formula, charge and spin: 117.7 kcal/mol
total charge: 0
Kohn-Sham gap: 10.43 eV
SMILES: O=C1CON=CNO1

CARTESIAN COORDINATES (ANGSTROEM)
C1 -0.35960 1.22327 0.00412
C2 -1.35749 0.04096 -0.22056
C3 1.20454 -1.28730 -0.24463
H1 -1.50126 0.06168 -1.33420
H2 -2.24432 0.35217 0.45543
H3 2.15417 -1.64694 -0.51886
H4 2.05925 -0.19427 1.14487
N1 0.13878 -1.84025 -0.57539
N2 1.20113 -0.30014 0.70492
O1 -0.83290 2.30598 -0.08495
O2 -0.94496 -1.24212 0.12436
O3 0.93137 1.00471 0.22464

Forces on atoms 1 to 3 (eV/Å):
-2.132 -1.387 0.064
0.636 1.144 -0.182
0.511 0.395 0.759


Molecular formula: C3H4N2O3
Method: DFT, wB97M-V/def2-TZVPD

Calculated values
ΔE to the lowest compared entry with this formula, charge and spin: 113.0 kcal/mol
total charge: 0
Kohn-Sham gap: 11.19 eV
SMILES: N#C[C@@H](CO)[N+](=O)[O-]

CARTESIAN COORDINATES (ANGSTROEM)
C1 -0.95111 -1.48447 -0.17050
C2 1.05917 -0.10304 -0.34654
C3 -0.26751 -0.34239 0.39779
N1 -1.58731 -2.33550 -0.58852
N2 -1.26457 0.90787 0.24982
O1 -2.32587 0.93531 0.78373
O2 -0.84720 1.66669 -0.59485
O3 1.94467 0.59276 0.47940
H1 0.94507 0.40532 -1.30294
H2 1.46953 -1.14845 -0.49881
H3 -0.05282 -0.46532 1.55829
H4 1.87796 1.37121 0.03312

Forces on atoms 1 to 3 (eV/Å):
-0.486 0.387 0.628
0.056 -2.593 0.658
0.172 0.541 2.059


Molecular formula: C3H4N2O3
Method: DFT, wB97M-V/def2-TZVPD

Calculated values
ΔE to the lowest compared entry with this formula, charge and spin: 100.6 kcal/mol
total charge: 0
Kohn-Sham gap: 9.64 eV
SMILES: [H]/N=c1\cc(O)on1O

CARTESIAN COORDINATES (ANGSTROEM)
C1 1.34410 -0.07577 0.08869
C2 0.51025 1.01575 0.18618
C3 -0.83027 0.49474 0.35629
H1 2.87527 -1.11094 -0.04575
H2 0.82667 2.01433 -0.11472
H3 -1.93109 1.84722 -0.20159
H4 -1.91465 -0.97788 -0.84665
N1 -1.97540 0.86457 -0.01626
N2 -0.72763 -0.97283 0.66532
O1 2.66292 -0.16981 -0.10503
O2 -1.52672 -1.66478 -0.23182
O3 0.68655 -1.26461 0.26532

Forces on atoms 1 to 3 (eV/Å):
-1.830 0.024 0.701
1.353 -0.767 -0.068
0.743 -1.447 -1.096


Molecular formula: C3H4N2O3
Method: DFT, wB97M-V/def2-TZVPD

Calculated values
ΔE to the lowest compared entry with this formula, charge and spin: 94.0 kcal/mol
total charge: 0
Kohn-Sham gap: 10.79 eV
SMILES: [H]/N=C1\O[C@]1(N)C(=O)O

CARTESIAN COORDINATES (ANGSTROEM)
C1 -0.23523 0.72006 1.23454
C2 0.36980 0.36157 -1.18841
C3 -0.27060 -0.21734 0.03583
N1 -0.86858 1.16581 2.29209
N2 -0.90938 -1.41410 -0.06202
O1 0.89177 0.17889 0.91164
O2 -0.15170 1.34175 -1.67788
O3 1.39165 -0.11865 -2.07050
H1 -0.20573 1.08359 3.07554
H2 -1.39821 -1.97499 0.63891
H3 -0.24113 -1.95503 -0.66266
H4 1.62733 0.82844 -2.52709

Forces on atoms 1 to 3 (eV/Å):
-3.541 -0.276 1.613
-1.408 1.699 -5.308
-0.144 2.081 0.863


Molecular formula: C3H4N2O3
Method: DFT, wB97M-V/def2-TZVPD

Calculated values
ΔE to the lowest compared entry with this formula, charge and spin: 92.0 kcal/mol
total charge: 0
Kohn-Sham gap: 8.60 eV
SMILES: Nc1noc(O)c1O

CARTESIAN COORDINATES (ANGSTROEM)
C1 0.12780 0.23241 1.10601
C2 -0.22406 0.10853 -1.09919
C3 0.50285 -0.55595 -0.09016
H1 1.42970 -0.05975 2.43164
H2 0.18690 0.89899 2.81746
H3 -0.32690 -1.01008 -2.82945
H4 0.77876 -2.30542 0.19406
N1 0.39393 -0.03196 2.48955
N2 -0.85328 1.06939 0.78374
O1 -0.93244 1.10216 -0.62549
O2 -0.56987 0.01339 -2.34966
O3 1.34073 -1.55251 -0.15318

Forces on atoms 1 to 3 (eV/Å):
-2.623 -1.193 -2.164
0.658 -0.927 2.187
-2.731 5.023 -0.138


Molecular formula: C3H4N2O3
Method: DFT, wB97M-V/def2-TZVPD

Calculated values
⟨S²⟩: 2.0073
ΔE to the lowest compared entry with this formula, charge and spin: 9.9 kcal/mol
total charge: 0
Kohn-Sham gap (alpha / beta): 5.28 / 7.85 eV
multiplicity: 3

CARTESIAN COORDINATES (ANGSTROEM)
C1 -0.89650 -0.38726 0.17639
C2 -3.12202 -0.21063 0.14283
C3 1.26418 -0.34276 0.11163
N1 0.68564 0.97134 0.36944
N2 -0.68585 0.81544 0.46268
O1 -2.09813 -1.05457 0.12999
O2 -3.20216 0.88832 -0.26230
O3 0.12426 -1.24173 -0.03479
H1 -4.07796 -0.85639 0.50114
H2 1.95905 -0.29013 -0.69389
H3 1.91343 -0.57061 0.91883
H4 0.75021 1.63742 -0.38969

Forces on atoms 1 to 3 (eV/Å):
-3.256 -10.572 -3.745
-4.857 -3.443 0.933
-0.655 0.031 0.103


Molecular formula: C3H4N2O3S
Method: DFT, wB97M-V/def2-TZVPD

Calculated values
ΔE to the lowest compared entry with this formula, charge and spin: 59.3 kcal/mol
total charge: 0
Kohn-Sham gap: 9.54 eV
SMILES: O=S(=O)(O)n1ccnc1

CARTESIAN COORDINATES (ANGSTROEM)
C1 1.25807 -1.15237 0.03796
C2 2.62991 -0.71051 -0.04589
C3 1.52503 1.10935 0.14479
H1 -2.15438 -1.28729 1.10153
H2 0.64809 -2.13328 -0.03841
H3 3.56440 -1.36657 0.11891
H4 1.37803 2.31172 0.10981
N1 0.55976 0.09145 0.05548
N2 2.75510 0.66765 0.10795
O1 -2.00279 -0.22985 1.30149
O2 -1.59995 1.41646 -0.52968
O3 -1.39787 -1.19130 -0.88708
S1 -1.19458 0.10753 -0.14593

Forces on atoms 1 to 3 (eV/Å):
1.589 0.906 -0.891
-0.832 -2.394 1.973
-0.107 3.271 -0.506


Molecular formula: C3H4N2O3S
Method: DFT, wB97M-V/def2-TZVPD

Calculated values
ΔE to the lowest compared entry with this formula, charge and spin: 1.7 kcal/mol
total charge: 0
Kohn-Sham gap: 8.85 eV
SMILES: O=C1NC(=S)C(O)(O)N1

CARTESIAN COORDINATES (ANGSTROEM)
C1 0.05014 -0.79147 -0.05149
C2 0.65054 1.50477 0.01957
C3 -1.26168 0.26862 0.19274
N1 1.16715 0.17320 -0.07383
N2 -0.72068 1.49248 0.18145
O1 -0.24671 -1.23670 -1.30889
O2 1.31013 2.50922 -0.09213
O3 0.54454 -1.87570 0.81747
S1 -2.83013 -0.28203 0.12108
H1 2.05587 -0.15134 0.35559
H2 -1.20405 2.34520 0.43755
H3 -0.18012 -2.46251 1.15435
H4 0.66499 -1.49374 -1.75347

Forces on atoms 1 to 3 (eV/Å):
0.732 1.210 0.806
2.962 -0.351 -0.257
-0.587 -3.355 -0.126


Molecular formula: C3H4N2O5S2
Method: DFT, wB97M-V/def2-TZVPD

Calculated values
⟨S²⟩: 2.0095
total charge: 0
Kohn-Sham gap (alpha / beta): 8.29 / 7.10 eV
multiplicity: 3

CARTESIAN COORDINATES (ANGSTROEM)
C1 0.36458 -1.03843 0.40106
C2 -0.82039 -0.38136 -0.06595
C3 -1.98616 -1.46323 -0.15154
N1 1.37595 -1.55584 0.53256
N2 0.28857 2.78316 0.23582
O1 -2.06904 2.43927 -0.39550
O2 3.17324 0.57974 0.43999
O3 3.91280 -0.95000 -1.25175
O4 -0.57331 0.51243 -1.05863
O5 -1.07428 0.57680 1.01607
S1 -0.83694 1.82393 -0.06130
S2 3.76079 -0.66916 0.11425
H1 -2.89258 -0.83851 -0.19668
H2 -2.00763 -1.99277 0.86296
H3 -1.86866 -2.33554 -0.83658
H4 1.25305 2.50952 0.41523

Forces on atoms 1 to 3 (eV/Å):
1.698 -0.818 -0.898
-1.747 -2.178 2.613
0.448 0.511 1.566


no.,DFT total energy (Ha)
1,-451.81149
2,-451.79216
3,-451.79963
4,-451.81950
5,-451.82995
6,-451.83306
7,-451.70508
8,-850.04832
9,-850.14019
10,-1398.54493